Record 1
A 2-piece molecular cluster, CH8N3OP overall in a non-equilibrium geometry. Source: the OMol25 dataset; level of theory: wB97M-V/def2-TZVPD.

Structure (ORCA input):
```
! RIJCOSX wB97M-V def2-TZVPD def2/J DEFGRID3
* xyz 0 1
C 0.3818 -0.8512 2.3162
N -0.4621 0.1223 -2.6976
N 0.1143 1.9996 -0.7665
N 0.9491 -1.0827 1.0010
O -1.9328 0.2011 -0.5561
P -0.5348 0.3405 -0.9985
H 0.4797 -1.7503 2.9865
H 0.8196 0.0649 2.7629
H -0.7254 -0.8238 2.3751
H 0.3725 -0.1833 -3.1859
H -1.3747 -0.2862 -3.0339
H 0.9748 2.3127 -1.2310
H 0.1690 1.9937 0.2902
H 0.7688 -2.0573 0.7376
*
```

## Properties
- Maximum force: 2.756 eV Å⁻¹
- DFT total energy: -623.6934 Eh
- LUMO level (spin up / spin down): -0.33 / -0.65 eV
- HOMO level (spin up / spin down): -7.89 / -9.64 eV
- ΔE to the lowest compared entry with this formula, charge and spin: 74.55 kcal/mol
- Gap between HOMO and LUMO (spin up / spin down): 7.56 / 8.98 eV


Record 2
A 2-piece molecular cluster, CH8N3S overall in a non-equilibrium geometry. Source: the OMol25 dataset; level of theory: wB97M-V/def2-TZVPD.

Structure (ORCA input):
```
! RIJCOSX wB97M-V def2-TZVPD def2/J DEFGRID3
* xyz 1 1
C -0.6319 -0.9614 0.4796
N 0.6281 -0.8799 0.8280
N -1.4068 -0.3228 -0.4708
N 1.8716 1.3080 -0.1169
S -3.1174 -0.7348 -0.5972
H -1.3671 -1.5915 1.1469
H 1.1939 -0.0185 0.3452
H 0.7246 -1.2202 1.7848
H -0.8783 0.0672 -1.2337
H 1.4120 1.9787 -0.7066
H 2.1290 1.5919 0.8149
H 2.7853 1.0317 -0.4393
H -3.3430 -0.2483 -1.8351
*
```

## Properties
- Maximum force: 4.401 eV Å⁻¹
- DFT total energy: -605.0763 Eh
- LUMO level: -3.45 eV
- HOMO level: -13.28 eV
- ΔE to the lowest compared entry with this formula, charge and spin: 38.19 kcal/mol
- Gap between HOMO and LUMO: 9.84 eV